#a
Here is 2 unconnected molecules or ions with the total composition C4H12O3 from the OMol25 dataset. Energies are from the ωB97M-V functional and the def2-TZVPD basis.

Atoms and positions in Å:
C: 1.02 -0.89 1.64
O: 0.37 -1.49 2.78
C: 0.07 -1.17 0.47
C: -1.15 -0.23 0.44
C: -0.88 1.25 0.23
O: -0.57 1.82 1.52
H: 2.05 -1.25 1.54
H: 1.03 0.21 1.77
H: 0.26 -0.76 3.42
H: 0.47 -1.10 -0.56
H: -0.29 -2.20 0.59
H: -1.82 -0.61 -0.35
H: -1.68 -0.40 1.40
H: -0.05 1.55 -0.41
H: -1.74 1.85 -0.11
H: -0.37 2.75 1.52
H: 1.03 -0.56 -5.49
H: 1.16 1.01 -5.45
O: 1.08 0.21 -4.93

Calculated values
gap between HOMO and LUMO: 0.3951 Eh
SMILES: OCCCCO.O
multiplicity: 1

#b
Here is 2 unconnected molecules or ions with the total composition C4H12O3 from the OMol25 dataset. Energies are from the ωB97M-V functional and the def2-TZVPD basis.

Atoms and positions in Å:
C: 0.61 -1.20 -0.92
O: 0.48 -1.05 -2.34
C: 0.84 0.20 -0.35
C: 0.34 0.33 1.09
C: 0.71 1.66 1.73
O: -1.09 0.22 1.00
H: -0.27 -1.70 -0.52
H: 1.53 -1.79 -0.78
H: 0.07 -1.85 -2.68
H: 1.89 0.43 -0.54
H: 0.21 0.88 -0.91
H: 0.69 -0.53 1.68
H: -0.17 2.30 1.74
H: 1.01 1.49 2.76
H: 1.49 2.16 1.18
H: -1.42 -0.44 1.63
H: -2.06 -0.43 -0.50
H: -2.18 -0.23 -2.03
O: -2.69 -0.45 -1.24

Calculated values
gap between HOMO and LUMO: 0.4132 Eh
SMILES: C[C@@H](O)CCO.O
multiplicity: 1

#c
Here is 2 unconnected molecules or ions with the total composition C4H12O3 from the OMol25 dataset. Energies are from the ωB97M-V functional and the def2-TZVPD basis.

Atoms and positions in Å:
C: -0.94 1.99 1.13
O: -1.62 2.01 2.36
C: -1.24 0.67 0.48
C: -0.05 0.37 -0.44
C: 1.27 0.33 0.23
O: -0.42 -0.69 -1.25
H: -1.00 3.04 0.55
H: 0.07 2.13 1.23
H: -1.29 1.16 2.83
H: -1.18 -0.16 1.20
H: -2.17 0.63 -0.11
H: -0.05 1.22 -1.16
H: 2.10 0.76 -0.35
H: 1.13 0.89 1.19
H: 1.38 -0.81 0.59
H: 0.53 -1.05 -1.51
H: 1.55 -4.28 -2.99
H: 0.57 -4.30 -1.81
O: 1.34 -3.91 -2.18

Calculated values
gap between HOMO and LUMO: 0.3835 Eh
SMILES: C[C@@H](O)CCO.O
multiplicity: 1

#d
Here is 4 unconnected molecules or ions with the total composition C4H12O3 from the OMol25 dataset. Energies are from the ωB97M-V functional and the def2-TZVPD basis.

Atoms and positions in Å:
C: 0.98 -4.24 1.69
C: 1.19 -3.82 0.45
C: 1.07 -2.40 0.05
C: 1.52 -1.90 -1.09
H: 0.78 -3.52 2.47
H: 0.85 -5.30 1.79
H: 1.54 -4.40 -0.40
H: 0.67 -1.73 0.81
H: 1.36 -0.87 -1.43
H: 1.88 -2.35 -2.01
H: -0.78 2.32 -1.58
H: 0.04 1.04 -1.32
O: -0.20 1.67 -2.00
H: 1.64 3.26 2.60
H: 0.60 4.32 2.92
O: 0.71 3.46 2.47
H: -4.55 4.80 -1.64
H: -4.58 3.35 -1.06
O: -4.02 4.01 -1.49

Calculated values
gap between HOMO and LUMO: 0.3576 Eh
SMILES: C=CC=C.O.O.O
multiplicity: 1

Stability check: which of them is most stable? #b.

#a
Here is 3 unconnected molecules or ions with the total composition C4H12O3 from the OMol25 dataset. Energies are from the ωB97M-V functional and the def2-TZVPD basis.

Atoms and positions in Å:
O: -1.76 0.02 1.24
C: -1.13 -0.97 0.96
C: 0.15 -0.95 0.18
C: 0.18 0.16 -0.87
C: 1.04 -0.16 -2.08
H: -1.49 -1.93 1.34
H: 0.93 -0.75 0.93
H: 0.38 -1.93 -0.22
H: -0.81 0.42 -1.21
H: 0.44 1.10 -0.38
H: 1.18 0.70 -2.68
H: 0.49 -0.80 -2.77
H: 2.02 -0.56 -1.82
H: -3.29 2.65 -1.07
H: -3.82 4.13 -1.46
O: -3.21 3.59 -0.95
H: 2.86 -1.08 4.22
H: 3.09 -2.27 3.34
O: 2.74 -1.37 3.31

Calculated values
gap between HOMO and LUMO: 0.3796 Eh
SMILES: CCCC=O.O.O
multiplicity: 1

#b
Here is 3 unconnected molecules or ions with the total composition C4H12O3 from the OMol25 dataset. Energies are from the ωB97M-V functional and the def2-TZVPD basis.

Atoms and positions in Å:
O: 1.66 -2.15 -3.68
C: 1.95 -1.96 -2.51
C: 1.12 -2.23 -1.35
C: 0.94 -1.24 -0.22
C: 1.99 -0.15 0.19
H: 2.95 -1.61 -1.94
H: 1.80 -3.06 -1.03
H: 0.12 -2.62 -1.54
H: 0.44 -1.73 0.65
H: 0.12 -0.50 -0.55
H: 1.42 0.79 0.67
H: 2.80 -0.38 0.91
H: 2.39 0.05 -0.76
H: -4.82 4.35 -3.48
H: -4.55 4.14 -2.09
O: -4.86 3.65 -2.89
H: -2.11 2.28 6.29
H: -1.70 0.99 7.12
O: -1.68 1.38 6.23

Calculated values
gap between HOMO and LUMO: 0.3883 Eh
SMILES: CCCC=O.O.O
multiplicity: 1

Stability check: which of them is most stable? #a.

#a
Here is 2 unconnected molecules or ions with the total composition C4H12O3 from the OMol25 dataset. Energies are from the ωB97M-V functional and the def2-TZVPD basis.

Atoms and positions in Å:
C: 0.71 -1.26 0.91
O: 1.28 -0.93 2.16
C: 0.58 0.13 0.17
C: 0.69 0.40 -1.33
C: -0.56 1.16 -1.94
O: 0.81 -0.77 -2.06
H: -0.20 -1.80 1.20
H: 1.35 -1.91 0.31
H: 2.10 -1.41 2.33
H: 1.31 0.79 0.68
H: -0.42 0.55 0.53
H: 1.57 0.99 -1.49
H: -0.36 1.01 -3.05
H: -0.47 2.25 -1.72
H: -1.63 0.97 -1.90
H: 0.06 -1.33 -1.83
H: -2.17 -0.35 2.61
H: -2.01 1.02 1.96
O: -2.64 0.49 2.47

Calculated values
gap between HOMO and LUMO: 0.3968 Eh
SMILES: C[C@H](O)CCO.O
multiplicity: 1

#b
Here is 3 unconnected molecules or ions with the total composition C4H12O3 from the OMol25 dataset. Energies are from the ωB97M-V functional and the def2-TZVPD basis.

Atoms and positions in Å:
C: -1.52 1.91 1.04
C: -1.81 0.55 0.64
C: -1.01 -0.47 0.27
O: 0.38 -0.47 0.85
C: -1.35 -1.66 -0.53
H: -0.64 1.95 1.58
H: -1.63 2.43 0.04
H: -2.23 2.27 1.71
H: -2.94 0.38 0.29
H: 1.01 -0.72 0.17
H: -1.47 -2.57 0.04
H: -2.34 -1.48 -0.99
H: -0.64 -1.76 -1.47
H: 2.81 3.42 -1.94
H: 2.84 2.06 -1.54
O: 3.18 2.60 -2.21
H: 1.85 -3.00 1.11
H: 3.06 -2.43 0.64
O: 2.45 -3.02 0.29

Calculated values
gap between HOMO and LUMO: 0.3384 Eh
SMILES: C/C=C(/C)O.O.O
multiplicity: 1

#c
Here is 3 unconnected molecules or ions with the total composition C4H12O3 from the OMol25 dataset. Energies are from the ωB97M-V functional and the def2-TZVPD basis.

Atoms and positions in Å:
C: 3.27 -0.59 0.24
C: 2.48 0.24 -0.72
C: 1.22 0.68 -0.56
O: 0.43 0.02 0.39
C: 0.60 1.93 -1.09
H: 3.95 0.02 0.84
H: 3.87 -1.35 -0.25
H: 2.50 -1.13 0.82
H: 3.04 0.67 -1.54
H: -0.16 0.69 0.77
H: -0.50 1.85 -1.27
H: 1.07 2.26 -2.02
H: 0.69 2.75 -0.38
H: -3.44 0.68 1.40
H: -2.27 -0.06 1.93
O: -2.50 0.78 1.53
H: -3.03 -3.14 -0.49
H: -3.74 -1.83 -0.68
O: -3.83 -2.67 -0.23

Calculated values
gap between HOMO and LUMO: 0.3230 Eh
SMILES: C/C=C(/C)O.O.O
multiplicity: 1

Stability check: which of them is most stable? #c.

#a
Here is a gas-phase ion, C4H7N2O2 (charge +1) from the OMol25 dataset. Energies are from the ωB97M-V functional and the def2-TZVPD basis.

Atoms and positions in Å:
C: 0.92 -2.59 -0.12
C: -0.45 0.51 0.12
C: 0.17 -1.69 -0.66
C: -1.44 1.49 0.63
N: -0.72 -0.75 -0.04
N: 0.74 1.04 -0.10
O: 1.68 -3.40 0.21
O: 1.90 0.30 -0.45
H: 2.44 0.72 -1.14
H: 0.28 -1.48 -1.72
H: -0.86 2.37 0.90
H: -1.68 1.03 1.68
H: -2.36 1.47 0.00
H: -1.56 -1.04 0.32
H: 0.93 2.01 0.37

Calculated values
gap between HOMO and LUMO: 0.3582 Eh
SMILES: C/C(NC=C=O)=[NH+]/O
charge: +1
multiplicity: 1

#b
Here is a gas-phase ion, C4H7N2O2 (charge +1) from the OMol25 dataset. Energies are from the ωB97M-V functional and the def2-TZVPD basis.

Atoms and positions in Å:
C: 0.74 -0.74 -0.77
C: 0.61 -0.56 0.84
C: -0.96 0.86 -0.99
C: -0.01 0.55 1.33
N: -0.42 -0.15 -1.55
N: -0.71 1.16 0.20
O: -0.57 1.32 2.40
O: 0.90 -2.03 -1.28
H: 1.77 -0.26 -0.95
H: 1.23 -1.24 1.36
H: -1.96 1.17 -1.28
H: -0.48 -0.52 -2.44
H: -1.23 1.92 0.66
H: -0.19 1.30 3.26
H: 1.29 -2.78 -0.78

Calculated values
gap between HOMO and LUMO: 0.3582 Eh
SMILES: OC1=C[C@@H](O)NC=[NH+]1
charge: +1
multiplicity: 1

#c
Here is a gas-phase ion, C4H7N2O2 (charge +1) from the OMol25 dataset. Energies are from the ωB97M-V functional and the def2-TZVPD basis.

Atoms and positions in Å:
C: 2.67 0.11 -0.06
C: 0.43 -1.01 -0.04
C: -2.15 1.31 0.39
C: -1.65 0.06 -0.12
N: 1.71 -1.07 0.11
N: 2.51 1.37 -0.08
O: -0.30 -2.09 -0.12
O: -0.21 0.10 -0.18
H: 3.71 -0.12 -0.24
H: 0.24 -3.01 -0.03
H: -3.02 1.82 0.10
H: -1.30 1.89 0.86
H: -2.18 -0.30 -1.05
H: -2.06 -0.91 0.51
H: 1.57 1.85 -0.06

Calculated values
gap between HOMO and LUMO: 0.1555 Eh
charge: +1
multiplicity: 1

Stability check: which of them is most stable? #b.

#a
Here is C3H2ClNOS in the gas phase from the OMol25 dataset. Energies are from the ωB97M-V functional and the def2-TZVPD basis.

Atoms and positions in Å:
C: -0.95 -0.18 0.13
C: -0.60 1.06 -0.12
C: 1.21 -0.12 0.03
H: -1.09 2.15 -0.06
H: 0.40 -1.99 0.21
N: 0.09 -0.95 0.00
O: 0.85 1.11 0.02
S: 2.76 -0.55 -0.10
Cl: -2.66 -0.52 -0.09

Calculated values
gap between HOMO and LUMO: 0.3262 Eh
SMILES: S=c1[nH]c(Cl)co1
multiplicity: 1

#b
Here is a molecular structure, C3H2ClNOS from the OMol25 dataset. Energies are from the ωB97M-V functional and the def2-TZVPD basis.

Atoms and positions in Å:
C: 0.69 0.76 0.00
C: 1.13 -0.62 0.12
C: -0.72 0.82 -0.12
N: 0.18 -1.51 0.20
O: -2.10 -1.66 -0.72
S: -1.28 -0.90 0.33
Cl: -1.54 2.27 0.00
H: 1.43 1.50 -0.12
H: 2.21 -0.66 0.29

Calculated values
gap between HOMO and LUMO: 0.3149 Eh
multiplicity: 1

Stability check: which of them is most stable? #a.

#a
Here is 2 unconnected molecules or ions with the total composition C2H7N2O2 from the OMol25 dataset. Energies are from the ωB97M-V functional and the def2-TZVPD basis.

Atoms and positions in Å:
N: -1.05 -1.07 0.21
C: -0.86 0.06 1.14
N: -0.96 1.37 0.53
H: -0.77 -1.86 0.78
H: -0.39 -1.12 -0.61
H: 0.10 -0.05 1.66
H: -1.67 -0.01 1.86
H: -1.82 1.36 -0.02
H: -0.23 1.48 -0.16
O: 2.32 0.32 -0.21
C: 1.89 -0.03 -1.32
O: 0.91 -0.72 -1.70
H: 2.54 0.27 -2.17

Calculated values
gap between HOMO and LUMO: 0.3177 Eh
charge: -1
multiplicity: 1

#b
Here is 2 unconnected molecules or ions with the total composition C2H7N2O2 from the OMol25 dataset. Energies are from the ωB97M-V functional and the def2-TZVPD basis.

Atoms and positions in Å:
N: 0.99 0.42 0.49
C: 0.20 -0.18 1.58
N: 0.26 -1.61 1.78
H: 0.54 1.29 0.26
H: 0.79 -0.11 -0.36
H: -0.83 0.08 1.34
H: 0.40 0.31 2.55
H: 1.25 -1.84 1.91
H: 0.12 -2.17 0.94
O: -0.72 2.22 -2.49
C: -0.91 1.02 -2.60
O: -0.57 -0.02 -1.92
H: -1.51 0.60 -3.47

Calculated values
gap between HOMO and LUMO: 0.3016 Eh
charge: -1
multiplicity: 1

Stability check: which of them is most stable? #a.